# 1
This record from the Open Molecules 2025 dataset describes a structure of composition C30H25AsKN4O6S3. The level of theory is wB97M-V/def2-TZVPD.

```
70
Properties=species:S:1:pos:R:3:forces:R:3
K 1.45787 -0.31642 -0.30919 -1.98 2.89 1.48
N -0.48059 4.57862 2.60754 0.02 0.11 -0.03
C -1.84013 4.83950 2.79118 -0.08 0.01 0.04
C -2.24506 5.91890 3.56203 -0.02 -0.01 0.01
C -3.59816 6.18441 3.75445 0.08 0.03 0.02
C -4.55166 5.36749 3.18016 -0.10 -0.06 -0.05
C -4.14679 4.28308 2.40441 0.01 0.02 0.03
C -2.80528 4.02251 2.20548 0.02 -0.33 -0.26
S -2.31295 2.64151 1.17969 -0.47 0.22 0.15
N -0.66535 2.64230 1.28328 0.81 -0.14 -0.04
C 0.03631 3.49865 1.89909 -0.35 -0.09 -0.04
C 1.52601 3.38944 1.89688 0.63 0.01 0.08
C 2.29602 4.33405 2.57419 -0.08 -0.07 -0.04
C 3.67740 4.21077 2.57661 0.03 0.08 0.06
C 4.25661 3.16056 1.90177 0.04 0.00 -0.01
C 3.42082 2.26582 1.24037 -0.04 -0.08 -0.09
N 2.09826 2.36906 1.23826 -0.50 0.24 0.16
H 0.15399 5.17888 3.09733 -0.12 -0.06 -0.03
H -1.49720 6.56093 4.01573 0.00 -0.02 -0.01
H -3.89318 7.03444 4.35618 0.00 -0.01 0.00
H -5.60594 5.56458 3.32650 0.02 0.00 0.00
H -4.87761 3.62700 1.94295 -0.02 0.05 0.04
H 1.84969 5.16673 3.10179 0.21 -0.03 -0.02
H 4.28499 4.93558 3.10384 0.00 0.00 0.00
H 5.32917 3.02632 1.87880 -0.02 -0.04 -0.05
H 3.83586 1.43145 0.68574 0.04 0.03 0.08
O 2.16694 -4.94974 -0.98206 0.10 0.56 0.06
As 2.56957 -3.21461 -0.46807 -0.45 -2.47 0.24
O 2.67829 -3.35702 1.15299 0.34 0.19 0.36
O 1.26550 -2.39429 -1.04107 -0.20 -1.20 -0.96
C 4.16600 -3.16626 -1.58805 0.01 0.25 -0.07
C 4.69707 -4.35067 -2.08703 -0.07 -0.12 0.04
C 5.78812 -4.32240 -2.94305 0.10 0.10 -0.05
C 6.35950 -3.11202 -3.31727 -0.04 -0.03 0.02
C 5.84690 -1.92647 -2.81560 0.03 0.05 0.00
C 4.76310 -1.96716 -1.95521 -0.16 0.07 0.16
S 4.11081 -0.45439 -1.28590 1.03 0.80 -0.37
O 3.01442 -0.04241 -2.15337 0.48 0.01 -0.53
O 5.20016 0.50710 -1.23542 0.07 -0.23 -0.10
O 3.62975 -0.83080 0.04693 1.64 -0.47 0.11
H 1.38937 -5.11592 -0.43393 0.09 -0.15 -0.06
H 4.24189 -5.28956 -1.80469 -0.01 0.02 -0.01
H 6.19768 -5.24976 -3.32481 -0.02 -0.02 0.01
H 7.20601 -3.09028 -3.99267 0.01 -0.02 0.01
H 6.27744 -0.96456 -3.06249 0.03 -0.03 0.00
N -0.99969 -0.04887 -0.87750 -0.15 0.20 -0.29
S -1.51469 -1.34546 -0.18653 -1.32 -0.11 -0.45
C -3.34151 -1.11291 -0.06546 0.29 -0.01 0.29
C -4.06047 -0.81455 -1.21388 -0.01 -0.03 -0.08
C -5.39625 -0.46234 -1.12300 0.08 -0.02 -0.01
C -6.01734 -0.40965 0.12004 -0.03 -0.01 0.05
C -5.29951 -0.71439 1.26592 -0.06 0.02 0.00
C -3.95688 -1.06149 1.17404 0.18 -0.06 0.00
C -1.65979 -2.72297 -1.35133 0.05 -0.06 0.12
C -1.02315 -2.66516 -2.57522 0.02 0.15 0.02
C -1.13939 -3.73859 -3.44631 -0.04 -0.05 -0.04
C -1.87603 -4.85619 -3.08407 0.02 0.01 -0.02
C -2.49820 -4.91007 -1.84322 0.01 -0.03 0.00
C -2.38698 -3.84080 -0.96978 0.01 -0.03 0.01
H -1.43056 0.13007 -1.78312 -0.13 -0.07 0.06
H -3.57243 -0.86378 -2.18111 -0.01 0.01 0.00
H -5.95115 -0.22572 -2.02209 -0.01 -0.01 0.01
H -7.06113 -0.12952 0.19217 0.01 -0.01 0.00
H -5.77833 -0.67191 2.23634 0.00 0.00 -0.01
H -3.38259 -1.28286 2.06592 -0.01 0.03 0.01
H -0.40853 -1.80728 -2.81546 0.01 -0.05 0.00
H -0.63112 -3.71277 -4.40130 0.02 0.02 0.01
H -1.95372 -5.69621 -3.76284 0.00 0.00 0.00
H -3.06551 -5.78723 -1.55847 0.00 0.01 0.02
H -2.86669 -3.87427 0.00198 -0.01 -0.01 -0.01
```
Forces are in eV/Å.

E_HOMO = -5.41 eV
Multiplicity = 1
Frontier orbital gap = 7.5 eV
Energy relative to the best compared isomer or geometry (same formula, charge and spin) = 1.792 eV
M = 747.8 g mol⁻¹
Charge = -1

# 2
This record from the Open Molecules 2025 dataset describes a structure of composition C30H25BrLiN4O3. The level of theory is wB97M-V/def2-TZVPD.

```
64
Properties=species:S:1:pos:R:3:forces:R:3
Li -0.01330 -0.34718 -0.28886 0.02 -0.12 0.02
C 2.38979 -2.62205 0.08969 0.10 -0.10 -0.01
O 1.26875 -1.93616 0.59876 0.02 0.12 -0.06
C 0.93259 -2.17110 1.92109 -0.09 -0.05 0.11
C 1.60009 -3.07427 2.77170 0.06 -0.04 -0.03
C 1.10369 -3.17020 4.07309 -0.02 0.06 -0.10
Br 1.98330 -4.37931 5.25895 0.03 -0.04 0.05
C 0.03710 -2.45379 4.54598 0.05 -0.06 0.07
C -0.64901 -1.54379 3.68116 0.10 0.00 -0.09
C -0.14563 -1.44541 2.34591 -0.03 -0.04 0.06
O -0.72454 -0.61885 1.42762 -0.47 0.21 0.21
C -1.73723 -0.75479 4.06414 -0.07 0.06 0.04
N -2.37009 0.12937 3.25422 0.04 -0.06 -0.12
C -3.37024 0.69490 3.99144 0.00 0.01 0.04
C -4.31673 1.65662 3.64811 -0.05 0.02 0.03
C -5.23254 2.06101 4.61676 0.02 -0.02 0.02
C -5.21774 1.52840 5.90218 -0.02 0.03 -0.01
C -4.27492 0.56208 6.26426 0.01 -0.01 0.01
C -3.36868 0.16390 5.30307 -0.03 0.00 0.01
N -2.32987 -0.74691 5.32439 0.02 0.01 -0.02
H 3.28016 -2.42132 0.69139 0.00 -0.01 0.00
H 2.54411 -2.25394 -0.91986 -0.04 0.01 -0.05
H 2.20949 -3.70019 0.05581 0.02 0.01 0.03
H 2.43664 -3.67235 2.45183 0.01 0.01 -0.01
H -0.26630 -2.58361 5.57624 -0.03 0.02 -0.02
H -1.51183 -0.16494 1.88639 0.20 -0.01 -0.04
H -4.34085 2.07422 2.65011 0.04 -0.02 -0.03
H -5.97429 2.80844 4.36257 -0.01 0.00 0.00
H -5.94387 1.86516 6.63128 0.00 0.00 0.00
H -4.25964 0.14408 7.26377 0.00 0.00 0.00
H -2.06044 -1.32013 6.10050 0.01 0.00 -0.02
O 1.01585 -0.45520 -2.01564 0.13 0.03 -0.04
C 0.30909 -0.20505 -3.21447 0.03 -0.17 0.17
C 0.53384 -1.04168 -4.26757 -0.06 0.03 -0.19
C -0.07807 -0.81317 -5.51739 0.05 -0.07 0.04
C -0.87417 0.32948 -5.65243 -0.05 0.07 -0.01
C -1.12281 1.16588 -4.59161 0.02 -0.03 -0.01
C -0.59416 0.90426 -3.27649 -0.04 -0.02 -0.18
C -1.05249 1.60957 -2.14715 -0.03 0.22 0.17
N -0.81538 1.35202 -0.83673 0.10 -0.09 -0.20
C -1.49239 2.30903 -0.12133 -0.09 0.06 0.09
C -2.15334 3.15651 -0.94524 0.01 0.02 0.03
N -1.88169 2.71136 -2.23093 0.04 -0.07 -0.09
H 1.21067 -1.87760 -4.14574 0.01 0.03 0.08
H 0.10150 -1.48377 -6.34543 -0.01 0.01 -0.03
H -1.31886 0.56499 -6.61320 0.00 -0.01 -0.02
H -1.76796 2.02108 -4.75681 0.00 0.01 0.01
H -1.47996 2.31587 0.95658 0.01 -0.02 0.04
H -2.78946 4.00038 -0.74956 0.00 0.01 0.02
H -2.18843 3.13526 -3.08421 -0.01 0.01 0.02
C 2.03593 0.52069 -1.76926 0.14 -0.04 -0.04
C 3.17150 0.49751 -2.76354 -0.05 0.04 -0.03
C 3.66596 -0.68970 -3.29556 -0.01 0.08 0.08
C 4.74144 -0.67612 -4.16820 0.01 0.00 -0.01
C 5.34327 0.52605 -4.51811 0.01 -0.01 -0.01
C 4.85418 1.71292 -3.99678 -0.02 0.03 0.01
C 3.76865 1.69708 -3.13072 0.02 -0.05 -0.03
H 1.59392 1.51630 -1.73614 -0.06 0.05 0.00
H 2.42861 0.29629 -0.77200 -0.07 -0.04 0.01
H 3.18702 -1.62350 -3.03611 0.02 -0.04 0.02
H 5.10901 -1.60679 -4.58192 0.01 0.00 0.00
H 6.18229 0.53666 -5.20232 0.00 -0.01 0.00
H 5.30640 2.65704 -4.27385 0.01 0.00 -0.01
H 3.37206 2.62848 -2.74383 -0.01 0.00 0.01
```
Forces are in eV/Å.

E_HOMO (alpha / beta) = -1.81 / -1.62 eV
Multiplicity = 1
Frontier orbital gap (alpha / beta) = 4.3 / 4.1 eV
Energy relative to the best compared isomer or geometry (same formula, charge and spin) = 2.770 eV
M = 576.4 g mol⁻¹
Charge = -1